Entry 1:
9
Properties=species:S:1:pos:R:3:nbo_charge:R:1 method="wB97M-V/def2-TZVPD" spin_multiplicity=1 homo_lumo_gap_ha=0.336 relative_energy_kcal_mol=23.11 charge=-1 largest_force_ev_per_a=3.564
C -0.09137 0.95132 -0.01514 0.173
N 0.79304 1.83334 0.51656 -0.426
N 1.75811 1.14713 1.04992 -0.046
N 1.71970 -0.06172 0.94260 -0.069
N 0.23367 -0.26314 0.17296 -0.512
O -2.06513 -1.63785 0.05521 -0.998
O -0.66829 -1.62381 -1.88128 -0.996
S -0.67546 -1.87221 -0.42983 1.652
H -1.00428 1.52697 -0.41100 0.223

---

Entry 2:
19
Properties=species:S:1:pos:R:3:nbo_charge:R:1 method="wB97M-V/def2-TZVPD" spin_multiplicity=1 smiles="CN1CC=C(C=O)N1C" homo_lumo_gap_ha=0.334 relative_energy_kcal_mol=103.68 largest_force_ev_per_a=4.400
C -1.08798 1.93943 -0.68408 -0.409
N 0.02041 1.02532 -0.30747 -0.301
C 0.54825 0.30253 -1.47822 -0.257
C 0.39883 -1.17144 -1.20419 -0.247
C -0.12664 -1.39649 -0.02162 0.048
C -0.65918 -2.41922 0.91495 0.384
O 0.07322 -3.04432 1.62707 -0.488
N -0.13615 0.15354 0.79181 -0.263
C 0.96585 0.22718 1.65979 -0.407
H -1.71801 2.10318 0.20159 0.221
H -0.60633 2.86216 -0.95571 0.200
H -1.52362 1.45919 -1.55504 0.173
H 1.63094 0.45156 -1.56884 0.202
H 0.04104 0.72719 -2.32760 0.203
H 0.29949 -1.74113 -2.09760 0.230
H -1.73448 -2.41853 1.07488 0.133
H 0.82331 -0.48111 2.41510 0.207
H 1.91051 0.21147 1.25425 0.177
H 0.88054 1.20949 2.26096 0.193

---

Entry 3:
94
Properties=species:S:1:pos:R:3:mulliken_charge:R:1 method="wB97M-V/def2-TZVPD" spin_multiplicity=1 homo_lumo_gap_ha=0.155 relative_energy_kcal_mol=97.91 charge=-3 largest_force_ev_per_a=4.020
K 2.39879 3.03614 2.44256 1.138
C -2.12897 -6.70252 -1.28588 -1.306
C -2.23537 -5.38723 -0.45713 -0.426
C -2.69280 -4.17675 -1.32269 -0.045
C -2.34016 -2.84297 -0.75098 -0.713
P -2.84342 -1.45843 -1.83158 0.952
C -1.86962 -1.46198 -3.43283 -1.307
C -0.41944 -1.88856 -3.36970 -0.051
C 0.31765 -1.06114 -4.42275 -0.631
C 1.88205 -1.30311 -4.52654 -1.459
C -4.65770 -1.47452 -2.27037 -1.164
C -5.16105 -2.51746 -3.32783 -0.512
C -6.55245 -3.05659 -2.97162 -0.722
C -6.67556 -3.97355 -1.76584 -1.103
C -2.54655 0.05098 -0.86527 -1.361
C -1.05296 0.50650 -0.79301 0.665
C -0.78264 1.85526 -0.07510 -1.084
C 0.67154 2.35139 -0.23590 -0.779
H -1.78861 -7.53428 -0.66907 0.391
H -1.50215 -6.56949 -2.16763 0.342
H -3.15145 -6.92095 -1.59395 0.270
H -1.25501 -5.33738 0.01668 0.387
H -2.93583 -5.67467 0.32699 0.382
H -3.77449 -4.26768 -1.42145 -0.358
H -2.31696 -4.19064 -2.34576 0.343
H -1.25801 -2.72034 -0.70600 0.106
H -2.63432 -2.77195 0.29616 0.766
H -2.00967 -0.46160 -3.84237 0.613
H -2.45709 -2.10470 -4.08849 0.706
H -0.47312 -2.97509 -3.43799 0.570
H -0.06388 -1.71386 -2.35425 -0.103
H 0.22622 -0.00505 -4.16891 0.356
H -0.16240 -1.20142 -5.39125 0.390
H 2.39923 -1.39753 -3.57171 0.289
H 2.51283 -0.61382 -5.08787 0.398
H 2.01297 -2.25578 -5.03974 0.391
H -5.00313 -0.47233 -2.52411 0.597
H -5.07933 -1.59018 -1.27189 0.374
H -4.48559 -3.37030 -3.39506 0.387
H -5.07310 -1.89528 -4.21848 0.444
H -6.84957 -3.71451 -3.78831 0.348
H -7.22124 -2.19631 -2.99869 0.334
H -6.59552 -3.44571 -0.81554 0.304
H -6.02292 -4.84441 -1.82719 0.238
H -7.63912 -4.48283 -1.74872 0.413
H -3.04002 -0.24534 0.06036 0.577
H -3.12386 0.85712 -1.31802 0.474
H -0.70090 0.52311 -1.82445 -0.077
H -0.46432 -0.23686 -0.25540 -0.085
H -0.97922 1.75060 0.99191 0.345
H -1.57438 2.52630 -0.40817 0.455
H 0.83964 3.28381 0.30301 0.388
H 0.65471 2.52738 -1.31147 0.270
H 1.45650 1.62297 -0.03252 0.077
C 4.41024 0.87363 6.62745 0.541
F 4.49671 0.17865 7.76484 -0.255
F 5.11999 1.94497 6.81350 -0.222
F 4.87998 0.07996 5.60505 -0.206
S 2.49722 1.29520 6.34787 1.011
O 1.87784 -0.04786 6.25711 -0.690
O 1.90447 2.06418 7.48627 -0.678
O 2.40056 2.00311 5.04516 -0.538
C 2.25677 -2.18639 0.85317 0.304
F 2.81546 -3.43781 1.00391 -0.256
F 2.92952 -1.51160 -0.06790 -0.191
F 1.04758 -2.37208 0.35131 -0.219
S 2.27218 -1.27108 2.58306 1.174
O 3.64519 -1.49992 3.12312 -0.679
O 2.08601 0.12735 2.22924 -0.502
O 1.23167 -1.86877 3.43355 -0.667
C 3.64803 2.15987 -2.56579 0.401
F 4.56176 1.60263 -3.39294 -0.244
F 3.11327 3.24987 -3.15156 -0.241
F 2.69991 1.24337 -2.28122 -0.121
S 4.61263 2.69830 -0.94212 1.107
O 5.56755 3.78489 -1.29374 -0.683
O 3.61876 3.09299 0.04914 -0.615
O 5.26454 1.48152 -0.50747 -0.704
C -0.94633 6.60918 1.44395 0.558
F -1.89108 6.23922 0.57658 -0.245
F 0.26114 6.61619 0.87272 -0.216
F -1.19505 7.91827 1.74076 -0.271
S -0.78186 5.41437 2.99679 1.081
O -2.11650 5.31654 3.56531 -0.685
O -0.26287 4.10520 2.43035 -0.544
O 0.17875 6.09990 3.80616 -0.645
C 5.71378 4.26447 4.93116 0.598
F 6.97606 4.43181 5.32640 -0.257
F 5.62298 3.10168 4.25911 -0.195
F 4.80360 4.33062 5.91084 -0.199
S 5.29706 5.66500 3.63044 1.011
O 4.74024 6.78587 4.42906 -0.703
O 6.54153 5.97194 2.89078 -0.699
O 4.32248 5.06829 2.71040 -0.609

---

Entry 4:
52
Properties=species:S:1:pos:R:3:nbo_charge:R:1 method="wB97M-V/def2-TZVPD" spin_multiplicity=5 homo_lumo_gap_ha="0.303 / 0.142" s2=6.02 charge=+2 largest_force_ev_per_a=1.154
Pd -0.36244 0.08841 -0.09399 0.798
C -4.00427 -0.66421 2.85913 -0.679
C -2.80876 -0.80646 1.97114 -0.090
S -2.06707 0.67498 1.52076 0.040
C -2.32789 -2.04472 1.55968 -0.141
C -2.86405 -3.33326 2.10367 -0.673
S -1.10358 -2.21243 0.38665 0.095
H -4.27540 0.38261 2.98173 0.249
H -3.79976 -1.07779 3.84951 0.266
H -4.85981 -1.19768 2.44112 0.256
H -3.77657 -3.19730 2.67775 0.243
H -2.11652 -3.78772 2.75756 0.260
H -3.05090 -4.04018 1.29527 0.257
O 1.62095 -0.88770 -0.06292 -1.014
S 3.12429 -0.79989 0.14007 1.261
C 3.82270 -0.86869 -1.51223 -0.191
C 4.61228 0.19364 -1.92407 -0.235
C 5.14178 0.17457 -3.20787 -0.202
C 4.86942 -0.89480 -4.04973 -0.164
C 4.07451 -1.95165 -3.61883 -0.195
C 3.54484 -1.94858 -2.33903 -0.226
C 3.60686 -2.41267 0.74880 -0.185
C 2.64767 -3.29931 1.20362 -0.242
C 3.05969 -4.52823 1.69765 -0.191
C 4.41147 -4.84179 1.74005 -0.168
C 5.36225 -3.93430 1.28892 -0.183
C 4.96418 -2.70483 0.79245 -0.234
H 4.82965 1.01626 -1.25302 0.234
H 5.77240 0.98590 -3.54496 0.240
H 5.28642 -0.90936 -5.04808 0.239
H 3.88017 -2.78956 -4.27507 0.238
H 2.93910 -2.77449 -1.98636 0.239
H 1.59907 -3.03490 1.16266 0.232
H 2.33349 -5.24604 2.05369 0.232
H 4.73160 -5.79658 2.13504 0.238
H 6.41355 -4.18479 1.32281 0.240
H 5.69755 -1.98838 0.44129 0.232
S 0.57213 2.25840 -0.70215 0.282
C -0.78383 2.13591 -1.80151 0.288
N -1.96934 2.58831 -1.43422 -0.536
C -3.14005 2.55995 -2.31980 -0.228
C -2.67376 2.66374 -3.76398 -0.434
C -1.64930 1.57348 -4.03555 -0.226
N -0.59806 1.61985 -3.00641 -0.546
H -2.05215 3.02465 -0.52862 0.442
H -3.79034 3.38863 -2.05178 0.252
H -3.68648 1.62825 -2.15729 0.222
H -2.23010 3.64536 -3.93820 0.233
H -3.52005 2.54840 -4.43704 0.266
H -1.17856 1.71159 -5.00585 0.249
H -2.12030 0.58901 -4.02092 0.222
H 0.34454 1.37177 -3.26920 0.438

---

Entry 5:
14
Properties=species:S:1:pos:R:3:nbo_charge:R:1 method="wB97M-V/def2-TZVPD" spin_multiplicity=1 homo_lumo_gap_ha=0.411 relative_energy_kcal_mol=102.24 largest_force_ev_per_a=10.491
C 0.79017 1.39456 -0.12460 -0.627
C 0.22012 -0.00322 -0.06443 -0.045
C 0.68457 -0.57709 1.27686 -0.605
C -1.26422 0.02823 -0.04191 0.288
H 2.11872 1.44258 0.15493 0.211
H 0.62838 2.18158 -0.95369 0.258
H 0.31134 2.22376 0.61608 0.246
H 1.52816 -1.03289 1.03031 0.204
H 0.19560 -1.62228 1.78233 0.228
H 1.11235 0.07932 1.98302 0.231
H 1.65563 -0.84106 -1.08547 0.325
H 0.82544 -1.94652 -1.10660 0.347
N 0.79399 -0.78850 -1.21160 -0.755
N -2.35962 -0.00283 -0.03076 -0.306

---

Entry 6:
20
Properties=species:S:1:pos:R:3:nbo_charge:R:1 method="wB97M-V/def2-TZVPD" spin_multiplicity=2 homo_lumo_gap_ha="0.195 / 0.333" s2=0.76 relative_energy_kcal_mol=36.67 largest_force_ev_per_a=6.345
C 0.99643 -1.41053 1.10163 -0.647
C 1.86355 -0.24654 0.58690 -0.218
N 1.41946 0.27993 -0.79329 -0.797
H 1.12705 -2.34711 0.53740 0.212
H 1.26500 -1.50918 2.20965 0.226
H -0.11495 -1.14967 1.12453 0.247
H 1.70484 0.64950 1.16413 0.201
H 2.92208 -0.49700 0.57834 0.188
H 2.15023 0.94288 -1.13667 0.383
H 1.52035 -0.49689 -1.43617 0.372
C -2.06529 0.22976 -0.66355 -0.007
C -1.85184 -0.98925 -1.17570 -0.553
C -1.09042 2.04416 0.50184 -0.322
N -0.97541 1.05582 -0.28502 -0.593
H -3.06265 0.64357 -0.38241 0.190
H -0.88000 -1.36442 -1.44394 0.177
H -2.69611 -1.57081 -1.54657 0.201
H -0.28804 2.65577 0.78794 0.160
H -2.06257 2.37377 0.85594 0.155
H 0.11832 0.70625 -0.58498 0.424